Entry 1:
{
  "formula": "C36H43ClIrN6O2Sb",
  "method": "the ωB97M-V functional and the def2-TZVPD basis",
  "symbols": ["Ir", "C", "C", "C", "C", "C", "C", "N", "Sb", "C", "C", "C", "C", "C", "C", "N", "C", "C", "C", "C", "C", "C", "N", "H", "H", "H", "H", "H", "H", "H", "H", "H", "H", "H", "H", "H", "H", "H", "H", "H", "H", "C", "C", "C", "C", "C", "O", "C", "C", "C", "C", "C", "C", "Cl", "C", "C", "C", "N", "C", "N", "C", "N", "H", "H", "H", "H", "H", "H", "H", "H", "H", "H", "H", "H", "H", "H", "H", "H", "H", "H", "H", "H", "H", "H", "C", "C", "O", "H", "H", "H"],
  "coordinates": [[-1.000921, -0.450782, -2.090380], [-1.308131, -1.371570, 1.107599], [-2.445900, -1.992155, 0.372164], [-3.580463, -2.461821, 1.025122], [-4.577270, -3.086569, 0.295211], [-4.376442, -3.301947, -1.062008], [-3.217313, -2.808468, -1.636394], [-2.317877, -2.122831, -0.950193], [-2.688108, -3.486208, -3.662985], [-0.526549, -3.470853, -3.146630], [0.114846, -4.675508, -3.395176], [1.483504, -4.768484, -3.181680], [2.162640, -3.637386, -2.778391], [1.458956, -2.458959, -2.556698], [2.196895, -1.222658, -2.176704], [0.130004, -2.400226, -2.706592], [-2.764576, -1.433550, -4.485585], [-3.736899, -1.187999, -5.436087], [-3.655254, 0.001325, -6.149641], [-2.578113, 0.842512, -5.943329], [-1.633380, 0.523417, -4.968534], [-0.425554, 1.352123, -4.712178], [-1.789586, -0.581255, -4.235237], [-1.654045, -0.650283, 1.841888], [-0.639761, -0.887620, 0.384882], [-0.755660, -2.148530, 1.635990], [-3.663332, -2.340068, 2.093716], [-5.477214, -3.437160, 0.778486], [-5.092427, -3.849767, -1.658069], [-0.442217, -5.530583, -3.755675], [2.011578, -5.694718, -3.347168], [3.231824, -3.647139, -2.644314], [3.055172, -1.456668, -1.552264], [1.531666, -0.536196, -1.653716], [2.575993, -0.735791, -3.076203], [-4.524136, -1.905215, -5.613029], [-4.406540, 0.235669, -6.889220], [-2.456348, 1.748069, -6.518886], [0.004206, 1.710312, -5.645184], [0.314658, 0.743229, -4.188453], [-0.685664, 2.222433, -4.112047], [0.962539, 2.676628, 5.242252], [0.633543, 2.559681, 3.746744], [-0.703004, 3.283309, 3.544186], [0.492192, 1.069691, 3.420107], [1.745759, 3.269629, 2.876718], [1.981826, 4.537933, 3.417423], [3.128297, 2.529878, 2.911504], [3.422186, 1.379095, 1.937889], [3.301682, -0.009369, 2.464322], [2.620483, -0.995748, 1.739181], [2.541561, -2.291915, 2.193078], [3.154581, -2.645528, 3.404108], [3.054559, -4.245920, 3.987149], [3.868808, -1.680150, 4.125830], [3.938043, -0.389394, 3.654696], [1.322542, 3.709422, 1.438936], [1.006415, 2.780842, 0.380962], [0.020313, 1.902434, 0.181363], [0.167768, 1.327987, -1.014972], [1.258760, 1.956143, -1.533890], [1.774785, 2.815448, -0.709360], [0.266081, 2.052427, 5.796872], [0.832664, 3.690447, 5.611012], [1.963681, 2.331710, 5.486649], [-1.396706, 2.945249, 4.308445], [-1.156159, 3.090923, 2.576424], [-0.580856, 4.354496, 3.671723], [-0.487360, 0.735996, 3.757005], [1.240033, 0.483102, 3.946752], [0.588498, 0.863066, 2.360319], [2.264934, 4.472001, 4.339185], [3.290989, 2.189147, 3.932682], [3.852084, 3.324029, 2.717199], [4.481081, 1.490294, 1.669304], [2.865858, 1.484185, 1.011470], [2.148974, -0.735627, 0.804068], [2.011696, -3.046389, 1.633993], [4.365440, -1.955134, 5.043640], [4.517838, 0.333102, 4.205492], [2.171546, 4.284851, 1.055095], [0.495053, 4.412205, 1.566378], [-0.776810, 1.697332, 0.868219], [1.674165, 1.782618, -2.503608], [-4.000232, 1.011697, -0.482109], [-2.813353, 0.857891, -1.355577], [-2.453878, 1.596054, -2.242098], [-4.495782, 1.970239, -0.648238], [-3.727116, 0.905489, 0.565424], [-4.688262, 0.198384, -0.710353]],
  "forces_ev_per_a": [[-2.068, -1.102, -1.354], [-0.127, 0.112, -0.169], [0.161, 0.275, 0.558], [-0.008, -0.150, -0.223], [0.025, 0.019, 0.153], [0.294, 0.072, 0.081], [-0.543, -0.791, -1.484], [0.725, 1.299, -0.711], [0.352, 0.804, 0.636], [-1.618, -0.461, -0.612], [-0.108, 0.267, 0.055], [0.144, 0.136, 0.043], [-0.366, -0.153, -0.123], [0.688, 0.309, 0.305], [-0.065, 0.003, -0.007], [-0.199, 1.809, 0.669], [-0.677, -1.889, 0.281], [0.377, 0.160, 0.076], [-0.082, 0.054, -0.126], [0.171, -0.217, 0.184], [0.085, 0.603, -0.370], [-0.085, 0.161, 0.146], [0.510, 0.158, 2.378], [0.074, 0.116, 0.147], [0.157, -0.043, 0.346], [0.164, 0.045, 0.039], [0.004, 0.010, 0.120], [-0.077, -0.015, 0.070], [-0.017, -0.060, 0.019], [-0.026, 0.036, 0.007], [0.028, -0.120, -0.035], [0.120, 0.035, 0.057], [0.007, 0.055, 0.107], [0.303, -0.050, 0.077], [0.021, 0.076, -0.075], [-0.029, -0.042, -0.098], [-0.056, 0.111, -0.061], [0.065, 0.027, -0.066], [0.065, -0.021, -0.025], [0.171, 0.096, -0.044], [0.092, 0.136, 0.059], [-0.026, -0.021, -0.177], [0.072, 0.319, -0.440], [0.215, -0.145, 0.310], [-0.034, 0.325, 0.207], [0.380, -1.388, 0.419], [-0.138, 0.913, 0.131], [-0.571, 0.266, -0.373], [0.644, 0.324, 0.068], [-0.138, -0.879, 0.089], [0.408, 0.630, 0.486], [0.242, -0.557, 0.825], [0.074, 1.008, -0.424], [-0.065, -0.457, 0.117], [-0.389, -0.708, -0.221], [-0.297, 0.308, -0.666], [0.294, 1.092, 1.157], [-0.915, -0.928, -0.480], [0.203, 0.246, 0.352], [-0.532, -0.795, -0.276], [0.308, 0.049, 0.192], [0.561, 0.263, -0.633], [-0.055, -0.065, 0.096], [0.001, 0.128, 0.053], [0.114, -0.055, 0.040], [-0.210, -0.051, 0.042], [-0.137, -0.028, -0.310], [-0.020, 0.167, -0.068], [-0.150, -0.139, 0.071], [0.058, -0.115, -0.081], [0.064, -0.167, -0.168], [0.002, -0.043, -0.190], [0.086, 0.061, 0.043], [-0.042, -0.031, 0.070], [-0.172, 0.073, -0.179], [0.034, -0.098, -0.080], [-0.139, 0.153, -0.260], [-0.060, -0.180, -0.084], [0.027, -0.070, 0.060], [0.082, 0.154, 0.120], [-0.237, -0.132, 0.023], [0.047, -0.137, -0.149], [0.026, -0.001, 0.262], [0.094, -0.118, -0.255], [-0.001, -0.841, 0.618], [1.585, 2.419, -3.361], [-0.293, -2.397, 2.189], [0.333, 0.017, -0.264], [0.096, -0.062, 0.098], [-0.079, -0.176, -0.029]],
  "lowdin_charge": [1.32, -0.01, -0.33, 0.02, 0.00, -0.08, -0.44, -0.02, 1.62, -0.41, -0.09, 0.01, 0.03, -0.29, -0.02, -0.02, -0.43, -0.08, 0.02, 0.04, -0.31, -0.02, -0.03, 0.09, 0.03, 0.11, 0.14, 0.14, 0.11, 0.11, 0.14, 0.14, 0.10, 0.00, 0.11, 0.11, 0.14, 0.14, 0.12, 0.06, 0.09, -0.03, -0.49, -0.04, -0.03, -0.43, 0.00, -0.07, -0.13, -0.25, -0.08, -0.12, -0.68, 0.73, -0.07, -0.02, -0.01, -0.06, -0.12, -0.03, -0.19, 0.16, 0.10, 0.10, 0.09, 0.10, 0.06, 0.10, 0.09, 0.09, 0.04, 0.12, 0.10, 0.13, 0.14, 0.08, 0.08, 0.09, 0.12, 0.13, 0.16, 0.14, 0.12, 0.12, 0.04, -0.20, 0.11, 0.13, 0.11, 0.11],
  "multiplicity": 2,
  "largest_force_ev_per_a": 4.4,
  "charge": 3,
  "homo_energy_ev": [-14.47, -14.47],
  "de_lowest_kcal_mol": 104.4,
  "homo_lumo_gap_ev": [2.7, 3.0]
}



Entry 2:
{
  "formula": "C36H43N10O6SSiY",
  "method": "the ωB97M-V functional and the def2-TZVPD basis",
  "symbols": ["Y", "N", "C", "C", "C", "C", "C", "C", "S", "O", "O", "N", "C", "N", "C", "C", "C", "N", "H", "H", "H", "H", "H", "H", "H", "H", "H", "C", "O", "C", "C", "C", "C", "C", "C", "N", "N", "C", "C", "C", "C", "O", "C", "N", "C", "C", "C", "C", "H", "H", "H", "H", "H", "H", "H", "H", "H", "H", "H", "H", "N", "C", "C", "O", "O", "H", "H", "H", "H", "H", "C", "C", "C", "C", "N", "N", "C", "H", "H", "H", "H", "H", "H", "H", "H", "C", "Si", "C", "C", "H", "H", "H", "H", "H", "H", "H", "H", "H"],
  "coordinates": [[0.298992, -0.114462, 0.510071], [-3.057759, -6.599776, 2.014808], [-2.682650, -5.291157, 2.262209], [-2.421348, -4.860275, 3.565950], [-2.002606, -3.564861, 3.805143], [-1.843257, -2.685455, 2.743776], [-2.103762, -3.097214, 1.443135], [-2.516668, -4.392001, 1.203768], [-1.245972, -1.058094, 3.036372], [-1.845584, -0.214895, 1.995903], [-1.461130, -0.711898, 4.408293], [0.284346, -1.120879, 2.565663], [1.383031, -0.697264, 3.245108], [2.260071, -0.097253, 2.403904], [3.374829, 0.385064, 2.933775], [3.645951, 0.274048, 4.286850], [2.694236, -0.387271, 5.049908], [1.571641, -0.884204, 4.549328], [-3.458587, -7.103396, 2.787890], [-3.520972, -6.773663, 1.138978], [-2.548643, -5.548611, 4.392520], [-1.801202, -3.223811, 4.811528], [-1.997944, -2.400720, 0.618814], [-2.719564, -4.714401, 0.189747], [4.062730, 0.870365, 2.250064], [4.550003, 0.672713, 4.720324], [2.843110, -0.534292, 6.114419], [-0.085656, 5.347594, -6.926664], [-0.748683, 5.005560, -5.725981], [-1.747803, 4.090502, -5.799322], [-2.174712, 3.476010, -6.969239], [-3.213562, 2.555558, -6.912107], [-3.791789, 2.202830, -5.703862], [-3.381246, 2.846822, -4.535083], [-2.374159, 3.784097, -4.590024], [-4.858269, 1.247686, -5.767553], [-4.968417, 0.292953, -4.984725], [-3.976384, -0.011576, -3.997832], [-4.389441, -0.115435, -2.694731], [-3.468386, -0.284584, -1.654151], [-2.108708, -0.411816, -1.900777], [-1.246216, -0.448850, -0.921151], [-1.681012, -0.457670, -3.277930], [-0.368566, -0.691732, -3.532497], [0.046279, -0.691016, -4.773284], [-0.799959, -0.487904, -5.877915], [-2.127859, -0.277047, -5.648903], [-2.613372, -0.240087, -4.322118], [0.660837, 6.089154, -6.655989], [-0.778473, 5.778890, -7.654417], [0.410638, 4.477827, -7.366158], [-1.724916, 3.709657, -7.923132], [-3.575659, 2.088663, -7.819109], [-3.845300, 2.610146, -3.588105], [-2.033975, 4.292537, -3.699033], [-5.442524, 0.004173, -2.472570], [-3.797901, -0.293375, -0.622751], [1.105218, -0.869091, -4.931250], [-0.397389, -0.517107, -6.880725], [-2.814489, -0.145146, -6.473723], [-1.691922, 4.373512, -0.589238], [-1.561925, 3.024253, -0.051698], [-0.650051, 3.044546, 1.161984], [-0.495114, 4.223291, 1.723248], [-0.120353, 2.051310, 1.614382], [-0.956404, 4.566144, -1.260440], [-0.983132, 4.855070, 1.147310], [-2.580567, 4.514489, -1.048675], [-1.201163, 2.268673, -0.757540], [-2.530249, 2.679100, 0.321369], [2.699696, -3.192811, -3.562212], [2.341345, -3.052184, -2.123865], [2.844357, -3.684243, -1.003710], [2.138888, -3.149666, 0.081890], [1.255416, -2.247908, -0.350673], [1.396110, -2.205779, -1.695376], [2.286749, -3.496212, 1.524508], [3.459702, -3.961719, -3.680916], [3.101891, -2.256652, -3.953447], [1.832383, -3.472812, -4.161363], [3.613205, -4.436540, -0.975985], [0.762283, -1.613038, -2.260734], [2.541798, -4.549945, 1.630718], [1.362150, -3.301194, 2.063506], [3.084045, -2.911295, 1.987570], [2.655798, 3.041375, -0.219050], [1.871018, 1.555145, -1.151574], [3.377551, 0.693612, -1.972881], [1.062845, 2.431569, -2.665556], [3.437859, 3.515578, -0.819416], [3.094090, 2.750616, 0.738550], [1.912189, 3.812039, 0.006792], [4.061884, 1.419753, -2.421891], [3.040557, 0.022224, -2.768200], [3.947426, 0.087476, -1.263906], [1.718773, 3.212597, -3.063087], [0.097587, 2.898004, -2.443086], [0.871694, 1.717709, -3.467996]],
  "forces_ev_per_a": [[-0.771, -0.062, 0.074], [0.009, -0.075, 0.004], [0.014, 0.066, 0.004], [-0.002, 0.013, -0.017], [0.033, 0.014, -0.019], [0.009, 0.043, 0.086], [-0.018, 0.012, -0.064], [0.006, -0.005, 0.018], [-0.034, -0.116, 0.152], [0.057, -0.154, -0.057], [0.008, 0.032, -0.097], [-0.270, -0.300, 0.596], [0.254, 0.112, 0.070], [-0.221, 0.005, -0.075], [0.065, -0.045, -0.013], [-0.019, -0.015, -0.038], [0.077, 0.042, -0.025], [-0.087, -0.041, -0.017], [-0.010, 0.000, -0.006], [-0.010, 0.001, 0.004], [-0.003, -0.007, 0.006], [0.001, 0.003, 0.020], [-0.001, -0.001, -0.006], [-0.005, -0.004, -0.010], [-0.003, 0.011, 0.004], [0.007, 0.001, 0.004], [0.005, 0.005, 0.010], [0.036, 0.007, -0.030], [-0.044, 0.013, 0.024], [0.011, -0.016, 0.053], [0.009, 0.028, -0.020], [-0.045, 0.025, 0.076], [0.141, -0.018, 0.036], [0.021, -0.060, -0.053], [0.025, 0.008, -0.013], [-0.184, -0.068, -0.032], [-0.109, -0.039, -0.080], [0.061, 0.209, 0.108], [0.023, 0.016, -0.156], [0.163, -0.051, 0.012], [-0.269, 0.252, 0.076], [0.357, -0.165, -0.158], [-0.047, 0.039, 0.021], [0.143, -0.127, 0.051], [0.010, -0.019, 0.037], [-0.072, 0.000, 0.017], [0.070, -0.063, -0.027], [0.000, 0.027, 0.070], [-0.002, -0.011, -0.019], [0.013, -0.001, 0.006], [-0.011, 0.011, 0.000], [0.001, 0.003, 0.007], [-0.012, -0.017, -0.012], [-0.026, -0.042, 0.025], [0.012, 0.027, 0.040], [-0.022, 0.000, -0.006], [0.004, 0.006, 0.017], [0.039, -0.013, 0.002], [0.004, 0.004, -0.009], [0.022, -0.049, 0.008], [0.031, -0.039, -0.022], [-0.038, -0.003, 0.046], [-0.065, 0.091, -0.068], [0.000, -0.009, 0.044], [0.188, -0.341, -0.171], [-0.016, -0.008, -0.024], [0.007, -0.011, -0.021], [-0.014, 0.006, 0.028], [0.038, 0.044, 0.030], [0.011, -0.024, -0.038], [-0.016, 0.012, -0.032], [-0.038, 0.000, -0.002], [-0.022, 0.025, -0.032], [-0.048, 0.012, -0.024], [0.025, 0.256, 0.138], [-0.143, 0.061, -0.160], [-0.010, 0.002, 0.032], [-0.002, -0.006, -0.001], [-0.004, 0.002, -0.006], [-0.008, 0.016, -0.012], [0.021, -0.018, 0.000], [0.147, -0.032, 0.086], [0.007, 0.002, -0.004], [0.001, -0.012, 0.009], [-0.005, 0.013, 0.007], [-0.034, -0.058, -0.037], [0.572, 0.525, -0.528], [-0.057, 0.053, 0.015], [0.045, -0.003, 0.078], [0.013, 0.012, -0.023], [0.024, -0.019, 0.017], [-0.031, 0.008, 0.014], [0.009, 0.018, -0.016], [-0.017, -0.025, -0.017], [0.014, -0.006, 0.032], [0.023, 0.016, -0.003], [-0.011, 0.029, 0.011], [-0.011, -0.042, -0.023]],
  "lowdin_charge": [1.35, 0.10, -0.32, -0.03, -0.05, -0.29, -0.05, -0.02, 0.61, -0.37, -0.27, -0.23, -0.49, 0.07, -0.12, -0.05, -0.12, 0.15, 0.09, 0.09, 0.11, 0.12, 0.10, 0.11, 0.11, 0.10, 0.11, -0.08, -0.08, -0.28, -0.01, -0.03, -0.29, -0.01, 0.01, 0.07, 0.08, -0.25, -0.03, 0.00, -0.33, -0.27, -0.13, 0.10, -0.14, -0.04, 0.00, -0.10, 0.09, 0.09, 0.10, 0.10, 0.12, 0.11, 0.10, 0.12, 0.12, 0.10, 0.11, 0.11, 0.03, -0.15, -0.51, 0.15, -0.02, 0.08, 0.11, 0.08, 0.09, 0.15, -0.02, -0.30, 0.02, -0.33, -0.01, 0.05, -0.02, 0.08, 0.07, 0.08, 0.11, 0.11, 0.08, 0.06, 0.08, -0.26, 0.44, -0.27, -0.25, 0.02, 0.00, 0.00, 0.02, -0.01, 0.01, 0.02, -0.02, -0.01],
  "largest_force_ev_per_a": 0.9,
  "homo_energy_ev": -6.84,
  "de_lowest_kcal_mol": 17.8,
  "homo_lumo_gap_ev": 6.9
}